C50H50N10 | wB97M-V/def2-TZVPD

As for the relative energy (zero: lowest compared OMol25 entry of this formula, charge and spin): 119.6 kcal per mole. Its HOMO energy is -9.03 eV. As for the structure (SMILES): c1ccncc1.c1ccncc1.c1ccncc1.c1ccncc1.c1ccncc1.c1ccncc1.c1ccncc1.c1ccncc1.c1ccncc1.c1ccncc1. The value obtained for the HOMO-LUMO gap is 9.4 eV.

The geometry in XYZ format:
```
110
Properties=species:S:1:pos:R:3:forces:R:3
C -0.9093 -0.2990 0.1770 0.4 -0.2 0.2
C -0.7372 0.3002 -1.0675 -0.5 1.2 0.8
C 0.2243 1.3293 -1.1894 -0.8 -1.4 1.1
N 1.1142 1.5804 -0.2039 -0.6 0.1 -0.4
C 0.9563 0.9312 0.9533 -0.7 0.1 0.2
C -0.0924 0.0388 1.2306 1.1 0.1 -0.8
H -1.6298 -1.0647 0.4241 -0.5 0.0 -0.6
H -1.5564 0.1978 -1.7638 0.4 0.0 -0.6
H 0.1512 1.9572 -2.0651 0.6 0.1 -0.1
H 1.6229 1.1972 1.7602 0.4 0.0 0.0
H -0.1660 -0.5431 2.1374 0.1 0.4 0.4
C -4.7642 4.5180 -1.9064 -1.0 -0.1 -0.6
C -3.7688 4.3081 -1.0111 1.8 -0.4 -0.1
C -2.9053 3.2482 -1.2827 -0.9 -1.7 -1.9
N -3.0518 2.3997 -2.3833 -0.1 0.9 1.2
C -4.0944 2.5800 -3.2357 0.9 1.0 2.6
C -4.9667 3.6284 -2.9584 -0.4 0.3 -1.0
H -5.4100 5.3620 -1.7141 -0.3 0.0 -0.4
H -3.5599 5.0296 -0.2352 -0.1 -0.3 0.3
H -2.1415 2.9396 -0.5842 0.3 0.2 -0.1
H -4.2418 1.8611 -4.0280 0.2 0.0 -0.1
H -5.7751 3.8082 -3.6516 -0.2 0.0 0.0
C 3.9508 -0.8098 -1.2105 -0.6 -0.8 -0.4
C 3.2441 -0.6137 -2.4047 0.0 1.3 -0.4
C 3.5860 -1.2509 -3.5701 1.8 -2.9 1.1
N 4.5521 -2.2584 -3.5692 -0.8 0.7 0.7
C 5.1369 -2.5440 -2.3815 -1.1 1.1 -0.7
C 4.8550 -1.8442 -1.1988 0.8 0.2 -0.5
H 3.7698 -0.3210 -0.2646 -0.3 0.5 -0.3
H 2.5203 0.1591 -2.6172 -0.3 0.2 0.9
H 2.9934 -1.1075 -4.4615 0.4 0.1 -0.3
H 5.8641 -3.3399 -2.3164 0.1 -0.1 -0.5
H 5.4729 -1.9990 -0.3267 -0.1 -0.3 0.2
C -6.1803 -2.5345 -1.8321 0.9 0.7 0.5
C -6.2972 -2.4806 -3.2039 1.0 0.7 -2.3
C -5.3137 -1.8362 -4.0430 1.1 0.3 4.4
N -4.1944 -1.2716 -3.4019 -1.4 -1.2 -1.1
C -4.0805 -1.4126 -2.0804 -1.6 0.2 1.1
C -5.0706 -1.9260 -1.2110 -0.4 -1.3 -2.0
H -6.9390 -3.0592 -1.2704 0.0 0.0 0.2
H -7.1330 -2.9701 -3.6816 -0.1 0.0 -0.1
H -5.3439 -1.7430 -5.1185 -0.2 -0.1 0.1
H -3.2583 -1.0147 -1.5042 0.7 0.3 -0.8
H -4.9058 -2.0555 -0.1516 0.1 0.4 -0.1
C 5.9358 2.5013 0.9504 -0.2 -2.3 1.0
C 7.2848 2.0379 0.7445 -2.0 2.4 -0.3
C 7.6817 0.7796 1.0585 -2.7 -1.2 0.9
N 6.7565 -0.0871 1.5790 -1.1 0.0 -0.5
C 5.4161 0.2640 1.7007 2.6 1.4 0.1
C 4.9457 1.5745 1.4661 2.9 0.4 -0.8
H 5.6630 3.5355 0.8007 0.1 0.0 -0.2
H 7.9975 2.7426 0.3421 0.1 0.1 0.0
H 8.7061 0.4855 0.8839 0.0 -0.5 0.3
H 4.7222 -0.4401 2.1357 0.2 -0.6 -0.1
H 3.9329 1.8331 1.7375 0.0 0.2 -0.3
C -3.5871 -4.1280 1.3504 -0.8 -0.7 0.0
C -2.9685 -5.3197 1.7136 -0.5 -0.8 -0.2
C -3.7069 -6.2717 2.4261 -1.5 1.6 1.0
N -5.0271 -6.0826 2.7317 1.4 -1.3 -0.5
C -5.6317 -5.0285 2.2266 -0.1 0.6 0.5
C -4.9574 -3.9965 1.6270 1.5 0.7 -0.5
H -3.0752 -3.3646 0.7834 0.2 0.1 0.1
H -1.9958 -5.6345 1.3655 0.3 0.5 0.2
H -3.2238 -7.0718 2.9671 0.0 -0.4 -0.4
H -6.6926 -4.8999 2.3825 -0.2 -0.3 0.2
H -5.4402 -3.0586 1.3952 -0.3 -0.2 0.0
C 2.0651 3.3699 5.1768 -3.4 -1.0 0.7
C 0.8365 2.5903 5.2250 0.9 -0.7 0.1
C 0.8243 1.2139 4.8978 3.3 1.5 -1.2
N 2.0193 0.6357 4.5224 0.4 1.2 1.6
C 3.1563 1.4050 4.6482 -1.0 -1.7 -2.3
C 3.2153 2.7656 4.7586 -0.5 0.8 1.5
H 2.0260 4.3609 5.6043 0.0 0.3 -0.5
H -0.1248 2.9752 5.5318 0.2 0.6 0.1
H -0.0513 0.5901 4.7942 -0.1 0.1 0.2
H 4.1064 0.9709 4.3737 -0.1 -0.9 0.1
H 4.1284 3.3425 4.7566 0.3 -0.3 -0.2
C -0.1496 -0.3397 -4.9088 -0.2 -1.2 2.2
C 0.1756 -1.6058 -5.3738 2.1 0.8 -1.7
C 1.1661 -1.5987 -6.4241 -1.9 1.8 0.7
N 1.5962 -0.4514 -6.9624 0.3 1.4 0.6
C 1.2716 0.8079 -6.4129 -0.1 -3.9 -0.7
C 0.4262 0.8314 -5.3204 0.7 1.2 -1.8
H -0.6811 -0.2195 -3.9764 -0.8 -0.4 -0.1
H -0.1269 -2.5690 -4.9901 -0.4 0.3 0.3
H 1.4851 -2.5204 -6.8878 0.2 0.0 0.0
H 1.6784 1.6524 -6.9493 0.1 0.1 0.2
H 0.1569 1.7929 -4.9090 -0.1 -0.1 0.4
C 1.2047 -4.8666 1.8040 -2.3 1.4 -2.2
C 0.8631 -3.7663 0.9919 1.0 0.8 1.2
C 1.7483 -2.6843 0.9936 2.3 -1.1 0.8
N 2.9501 -2.6931 1.7061 -1.4 -0.5 -0.4
C 3.2197 -3.8040 2.4382 -0.4 2.8 -0.3
C 2.3691 -4.8349 2.4875 -0.7 -3.1 0.8
H 0.4210 -5.6097 1.8046 0.5 -0.7 0.5
H -0.1072 -3.6381 0.5353 0.0 -0.3 -0.3
H 1.5815 -1.8187 0.3696 0.0 0.1 0.1
H 3.9638 -3.8518 3.2195 0.9 0.7 -0.6
H 2.5980 -5.6933 3.1017 0.2 0.0 0.2
C -0.2996 5.6816 2.9184 0.8 -0.6 -0.2
C -0.2874 4.3452 2.8004 0.4 -4.1 -0.4
C -1.4587 3.5699 2.5532 -0.9 4.2 -0.5
N -2.5744 4.2844 2.3071 -1.9 0.2 0.5
C -2.6899 5.6720 2.4749 2.4 -4.1 -0.8
C -1.5026 6.2753 2.7384 -1.2 3.8 1.1
H 0.6236 6.2089 3.1082 -0.1 0.3 0.0
H 0.6106 3.7464 2.8363 0.4 0.3 0.2
H -1.5608 2.4992 2.4553 0.4 -0.1 0.0
H -3.6088 6.2007 2.2692 -0.1 -0.3 0.1
H -1.5267 7.3316 2.9619 -0.1 0.5 -0.3
```
Positions in Å, forces in eV/Å.

Here are the Löwdin charges for atoms 1 to 2, given in e: number 1, C, carries -0.10; number 2, C, carries -0.07